(1)
Here is a 5-piece molecular cluster, C21H42F4N7O8S4 overall from the Open Molecules 2025 dataset. Energies are from wB97M-V/def2-TZVPD.

Max |F|, eV/A: 8.05
Molar mass, g/mol: 724.9
Total charge: +1
Lowest unoccupied orbital energy, eV: -3.56

```
86
C21H42F4N7O8S4 wB97M-V/def2-TZVPD
C -4.3272 -0.0291 -6.3871
C -2.9345 0.6725 -6.5893
C -2.1134 0.8478 -5.2794
C -2.9232 1.7443 -4.2956
N -2.1363 2.1406 -3.0095
C -0.9353 3.0591 -3.3040
C -0.7373 3.8173 -1.9930
C -1.9400 3.9311 -1.2520
C -2.9485 3.0932 -2.0170
C -1.6921 0.8712 -2.1414
H -5.0868 0.5984 -5.9206
H -4.3426 -0.9743 -5.8445
H -4.5573 -0.2773 -7.4232
H -2.9953 1.6775 -7.0068
H -2.2456 0.0922 -7.2031
H -1.1682 1.2600 -5.6328
H -1.8366 -0.0743 -4.7683
H -3.8837 1.3425 -3.9730
H -3.2168 2.5574 -4.9595
H -0.0888 2.4569 -3.6342
H -1.2664 3.8385 -3.9902
H 0.0150 3.5118 -1.2659
H -0.3128 4.8103 -2.1408
H -1.7939 3.3528 -0.3396
H -2.2264 4.8965 -0.8347
H -3.5884 2.4351 -1.4293
H -3.4908 3.6016 -2.8142
H -0.9877 0.2028 -2.6365
H -2.6188 0.4465 -1.7555
H -1.1603 1.1766 -1.2403
C 2.3490 -2.1929 2.6741
C 1.9507 -0.8672 3.3383
N 2.9968 -0.4850 4.2348
C 4.1805 0.1261 3.9376
C 4.7487 0.5368 5.1498
N 3.9640 0.1096 6.1643
C 2.8397 -0.4199 5.5586
C 4.1829 0.5384 7.5882
H 1.4619 -2.6650 2.2519
H 2.6817 -2.8927 3.4407
H 3.1137 -2.1261 1.9003
H 1.0382 -0.8011 3.9308
H 1.6389 0.0002 2.7565
H 4.4652 0.3706 2.9249
H 5.6194 1.0835 5.4806
H 1.9292 -0.6305 6.1000
H 4.5655 1.5586 7.6196
H 4.9305 -0.0990 8.0603
H 3.2667 0.4864 8.1764
C -4.3433 0.9500 3.3510
C -4.3324 -0.6079 3.3383
N -3.6664 -1.0937 2.0865
C -2.2561 -1.1892 1.9632
C -2.0214 -1.9332 0.8137
N -3.2163 -2.1928 0.1494
C -4.2710 -1.7144 0.9512
C -3.3035 -2.9298 -1.0691
H -5.0029 1.3041 4.1432
H -4.7051 1.2268 2.3608
H -3.3586 1.3155 3.6422
H -5.3691 -0.9206 3.2132
H -3.8437 -1.1689 4.1349
H -1.5603 -0.8729 2.7262
H -1.0854 -2.1852 0.3374
H -5.3134 -1.8481 0.7020
H -4.3146 -3.2432 -1.3288
H -2.7017 -3.8380 -1.0356
H -2.8587 -2.3845 -1.9015
N 0.6104 -0.3559 -0.4795
S 1.8931 0.7687 -0.4699
O 1.9540 1.7165 -1.5889
O 3.1258 0.3895 0.2620
F 1.0906 1.5915 0.7505
S 1.3655 -1.3726 -1.3330
O 2.3353 -2.3203 -0.7784
O 1.5445 -0.9821 -2.6769
F 0.0407 -2.3038 -1.4631
N 7.5730 -1.8500 -0.2055
S 7.4697 -3.4511 0.0844
O 7.5141 -4.3278 -1.0896
O 6.6210 -3.9198 1.1747
F 8.8965 -3.6765 0.7567
S 6.1067 -1.5512 -0.3668
O 5.2972 -1.3945 0.8941
O 5.4153 -2.3135 -1.4003
F 6.2876 -0.0316 -0.8555
```

---

(2)
Here is C21H42HgN3O8 as an isolated structure from the Open Molecules 2025 dataset. Energies are from wB97M-V/def2-TZVPD.

⟨S²⟩: 0.7503
Max |F|, eV/A: 4.83
Molar mass, g/mol: 665.2
Total charge: -2
Multiplicity: 2
Lowest unoccupied orbital energy (alpha / beta), eV: 4.07 / 4.03

```
75
C21H42HgN3O8 wB97M-V/def2-TZVPD
Hg 0.3505 0.4133 -0.5909
C 3.1657 0.8646 2.5140
C 3.4618 1.3051 1.0846
C 4.4378 0.2856 0.5093
O 2.2330 1.4654 0.3753
H 3.0534 -0.2195 2.5006
H 2.2050 1.2560 2.8484
H 3.9111 1.3011 3.1789
H 4.0061 2.2495 1.0911
H 4.0571 -0.6925 0.8035
H 5.3419 0.4612 1.0923
H 4.5834 0.3008 -0.5708
C -3.5860 -1.0425 -2.5493
C -4.9120 -0.8358 -2.9367
C -5.2757 0.6697 -3.3911
O -6.3967 0.9016 -3.8197
C -4.2363 1.6502 -3.1675
C -3.0087 1.3138 -2.7201
C -2.6527 -0.0968 -2.4240
O -1.5268 -0.5030 -1.9879
O -2.1883 2.2784 -2.3335
O -5.7710 -1.7152 -3.0070
H -3.3025 -2.0832 -2.4945
H -4.5129 2.6895 -3.2669
C -1.5915 3.4257 2.3268
C -1.3822 2.0098 1.8496
C -2.7153 1.1499 1.5911
O -2.4674 -0.2492 1.5271
C -3.6255 -1.1191 1.8644
N -0.7533 2.2452 0.5068
H -0.6419 3.9313 2.5021
H -1.9408 3.2730 3.3479
H -2.4277 3.8146 1.7457
H -0.7833 1.4847 2.5938
H -3.3214 1.4749 0.7454
H -3.2705 1.3223 2.5131
H -3.3896 -2.1738 1.7229
H -4.3801 -0.8307 1.1327
H -4.0647 -0.9063 2.8390
H -0.1808 3.0742 0.5784
H -1.5618 2.5478 -0.0174
C 0.5055 -1.0543 2.8916
C 0.7341 -2.1179 1.7814
C 0.4096 -3.5290 2.1589
O 1.2306 -3.9089 3.3168
C 1.1906 -5.3094 3.6495
N -0.1133 -1.5610 0.7208
H 0.6928 -0.0467 2.5207
H 1.0468 -1.4499 3.7511
H -0.5330 -1.0326 3.2219
H 1.7604 -1.9191 1.4728
H 0.7601 -4.1848 1.3620
H -0.6539 -3.7641 2.2019
H 1.7273 -5.9059 2.9118
H 0.2082 -5.6913 3.9274
H 1.8307 -5.7510 4.4134
H -0.2980 -2.4243 0.2301
H -0.9924 -1.4491 1.2054
C 2.4358 2.7411 -4.1687
C 1.5739 1.6733 -3.4937
C 2.4251 0.3336 -3.1448
O 1.6556 -0.5217 -2.3199
C 2.2487 -1.7593 -2.1758
N 1.0246 2.1244 -2.2052
H 3.1749 3.2132 -3.5214
H 1.8275 3.5804 -4.5060
H 3.0126 2.3021 -4.9827
H 0.7232 1.3706 -4.1042
H 3.3363 0.5543 -2.5889
H 2.6761 -0.1801 -4.0728
H 1.6743 -2.3650 -1.4749
H 3.3120 -1.7859 -1.9372
H 2.2692 -2.3260 -3.1067
H 1.7386 2.5298 -1.6171
H 0.4462 2.9228 -2.4248
```

---

(3)
Here is C21H43AlN2P3S2 as an isolated structure from the Open Molecules 2025 dataset. Energies are from wB97M-V/def2-TZVPD.

Max |F|, eV/A: 4.67
Molar mass, g/mol: 507.6
Total charge: +3
Lowest unoccupied orbital energy, eV: -10.91

```
72
C21H43AlN2P3S2 wB97M-V/def2-TZVPD
Al -0.8766 0.2111 -0.6824
P 1.8397 0.7217 1.2582
P -2.0126 1.9798 0.4397
P 0.7160 1.6692 -2.0961
H 0.5412 -3.5684 1.0144
C 1.5511 -3.2677 0.6824
C 2.3575 -2.6433 1.5458
H 1.9502 -2.3932 2.5364
C 2.5814 0.2538 2.8828
C 1.4456 2.4142 1.8438
C 3.4171 1.0056 0.3334
C -3.6186 1.3673 -0.1769
C -2.4562 2.3572 2.1656
C -1.9884 3.6911 -0.2108
C 2.1545 1.1969 -3.1509
C 1.2028 3.3696 -1.5493
C -0.5053 2.0163 -3.4316
H 1.7763 -3.5442 -0.3758
H 3.2543 -2.1412 1.2069
H 2.6325 -0.8185 3.0477
H 1.9600 0.6576 3.6859
H 3.6079 0.6421 2.8938
H 0.5324 2.3697 2.4598
H 1.2787 3.1272 1.0273
H 2.3075 2.6945 2.4726
H 3.5006 0.2773 -0.4893
H 4.2108 0.8508 1.0767
H 3.4926 2.0201 -0.0896
H -4.3486 2.1686 0.0292
H -3.8755 0.4430 0.3734
H -3.5526 1.1752 -1.2667
H -3.3355 3.0263 2.1090
H -1.6280 2.8697 2.6955
H -2.7684 1.4324 2.6801
H -2.8639 4.1967 0.2298
H -2.0744 3.6898 -1.3101
H -1.0762 4.2183 0.1154
H 1.8310 1.0698 -4.1956
H 2.5693 0.2243 -2.8327
H 2.9256 1.9840 -3.1156
H 1.3499 3.9719 -2.4642
H 2.1458 3.3833 -0.9760
H 0.4065 3.8562 -0.9691
H -0.4236 1.2260 -4.1807
H -0.1733 2.9528 -3.8922
H -1.5722 2.0807 -3.1522
C -1.0450 -2.8587 -3.0798
C -2.0483 -2.4700 -3.9813
C -1.9821 -2.7716 -5.3578
C -0.8507 -3.4911 -5.7839
C 0.0236 -4.1662 -4.9026
C -0.1050 -3.8450 -3.5361
S -0.9628 -2.0742 -1.3972
H -2.0614 -1.1063 -1.1557
H -2.9166 -1.9737 -3.5617
H -2.7594 -2.4457 -6.0841
H -0.6698 -3.6704 -6.8316
H 0.7956 -4.8939 -5.2634
H 0.4271 -4.3857 -2.7462
C -0.2822 -3.3426 3.6241
N -0.3786 -1.9443 4.0300
C 0.0164 -1.4331 5.2619
C -0.3641 -0.1320 5.2908
N -0.9415 0.1313 4.0750
C -0.8879 -0.9476 3.2397
S -1.4044 -1.0849 1.5914
H -1.1121 -3.5797 2.9440
H 0.6541 -3.5728 3.0927
H -0.3808 -3.9655 4.5268
H 0.4827 -2.0934 5.9617
H -0.3254 0.6125 6.0663
H -1.3102 1.0190 3.7795
```

---

(4)
Here is C21H43AlO16 as an isolated structure from the Open Molecules 2025 dataset. Energies are from wB97M-V/def2-TZVPD.

Max |F|, eV/A: 2.67
Molar mass, g/mol: 578.5
Total charge: +2
Lowest unoccupied orbital energy, eV: -12.69

```
81
C21H43AlO16 wB97M-V/def2-TZVPD
Al -12.5369 3.3580 -31.6364
C -10.7833 6.2885 -34.1932
O -11.3849 5.3997 -33.5458
H -11.4759 6.9387 -34.8540
H -10.1247 6.9262 -33.5967
H -10.2527 5.8631 -35.1329
C -10.7327 7.9492 -37.9088
C -11.1613 6.4938 -37.9296
O -11.7675 6.1440 -39.1499
C -12.2706 4.8977 -39.1726
O -12.0510 4.0438 -38.3507
O -13.0315 4.7770 -40.2271
C -13.7528 3.5584 -40.4320
H -9.9501 8.0959 -38.6513
H -10.5427 8.3213 -36.9078
H -11.5443 8.5843 -38.2880
H -11.8365 6.3405 -37.0724
H -10.2358 5.9099 -37.8015
H -14.0765 3.5604 -41.4661
H -14.6460 3.5246 -39.8083
H -13.1094 2.7100 -40.2140
C -4.6414 7.4104 -41.1601
C -5.6755 7.9884 -40.2147
O -5.7234 7.1883 -39.0226
C -6.6575 7.4380 -38.1445
O -7.4650 8.3285 -38.1937
O -6.5333 6.5287 -37.1614
C -7.3813 6.5822 -36.0391
H -3.6229 7.5915 -40.8168
H -4.7280 7.9880 -42.0837
H -4.7899 6.3539 -41.3655
H -6.6338 8.0467 -40.7332
H -5.3847 9.0014 -39.9306
H -8.2970 7.1275 -36.3272
H -6.9200 7.0597 -35.1767
H -7.7205 5.5615 -35.8286
C -11.6892 10.1556 -34.3045
C -11.0443 11.1494 -33.3397
O -11.4152 10.7942 -32.0104
C -10.4538 10.4502 -31.1397
O -9.2839 10.4080 -31.3955
O -11.0461 10.0403 -30.0273
C -10.2238 9.8123 -28.8715
H -11.6879 10.5208 -35.3316
H -12.7288 9.9970 -34.0163
H -11.0842 9.2378 -34.3239
H -11.4597 12.1437 -33.5105
H -9.9668 11.1611 -33.4841
H -10.5094 8.8447 -28.4549
H -10.3948 10.4985 -28.0434
H -9.1755 9.7926 -29.1538
C -11.2728 6.9111 -26.8163
C -12.4528 6.1287 -27.3836
O -13.0087 6.9468 -28.4235
C -12.9438 6.6656 -29.6888
O -12.5278 5.6280 -30.1907
O -13.3164 7.7601 -30.3266
C -13.1787 7.8661 -31.7371
H -11.5416 7.9441 -26.6311
H -10.4043 6.7534 -27.4648
H -10.8780 6.4807 -25.8918
H -13.1666 6.0787 -26.5592
H -12.2522 5.1069 -27.6961
H -13.5956 8.8519 -31.9330
H -13.8074 7.1317 -32.2450
H -12.1192 7.9033 -31.9828
C -7.7824 7.0716 -31.0514
C -9.2094 6.6094 -30.7312
O -9.2269 5.9788 -29.4737
C -9.6444 4.7202 -29.3878
O -9.9579 4.0034 -30.3113
O -9.6860 4.4003 -28.1108
C -10.1973 3.1168 -27.7819
H -7.0854 6.2549 -30.8415
H -7.4779 7.8449 -30.3435
H -7.6157 7.3859 -32.0784
H -9.4506 5.9270 -31.5527
H -9.8925 7.4558 -30.8264
H -11.0102 2.8180 -28.4389
H -10.5365 3.0774 -26.7500
H -9.4035 2.3686 -27.8357
```

---

(5)
Here is C21H43BCaO2P2 as an isolated structure from the Open Molecules 2025 dataset. Energies are from wB97M-V/def2-TZVPD.

Max |F|, eV/A: 2.93
Molar mass, g/mol: 440.4
Lowest unoccupied orbital energy, eV: -0.31

```
70
C21H43BCaO2P2 wB97M-V/def2-TZVPD
P -1.5829 1.0630 -1.6625
P -1.4164 -1.7840 1.6091
C -2.6508 -0.2117 -0.8095
C -2.6207 -0.6582 0.6870
H -2.8190 -1.0846 -1.4542
H -3.6070 0.3347 -0.8384
H -2.7529 0.2272 1.3404
H -3.5576 -1.1714 0.9176
C -1.9350 -3.3715 0.8622
H -1.1562 -4.1138 1.0476
H -2.1131 -3.2887 -0.2099
H -2.8663 -3.6917 1.3426
C -2.3923 -2.0339 3.1985
H -3.2270 -2.7366 3.0183
H -2.8178 -1.1131 3.6345
H -1.7217 -2.4642 3.9645
C -1.9550 1.0763 -3.4352
H -1.1244 1.5956 -3.9383
H -2.8839 1.6276 -3.6357
H -2.0150 0.0746 -3.8625
C -2.4933 2.5664 -1.1292
H -2.7126 2.6107 -0.0494
H -3.4489 2.6541 -1.6637
H -1.8507 3.4143 -1.3990
Ca -0.4198 0.7842 0.7400
C -5.8195 -0.5496 1.4211
C -5.7109 -1.6735 0.6776
C -6.4926 -1.9282 -0.5846
C -6.6617 -0.7098 -1.5590
C -5.6312 0.3930 -1.5408
C -5.7328 1.4812 -0.7546
C -6.7928 1.6379 0.3009
C -6.9654 0.4063 1.2505
C 0.9011 1.1851 -1.4322
H -5.1566 -0.3566 2.2701
H -5.1926 -2.5535 1.0688
H -7.5099 -2.2732 -0.3239
H -6.0509 -2.7663 -1.1476
H -6.6928 -1.1062 -2.5874
H -7.6685 -0.2894 -1.4085
H -4.8725 0.2979 -2.3383
H -5.1643 2.3829 -0.9641
H -7.7631 1.8280 -0.1807
H -6.6001 2.5197 0.9141
H -7.2153 0.7867 2.2509
H -7.8624 -0.1523 0.9349
H 1.7434 1.2740 -0.7309
H 0.8824 2.0619 -2.0872
H 0.9797 0.2469 -2.0045
C 3.1882 -1.0074 3.1550
C 3.1474 -0.4403 1.7466
C 3.9556 0.8346 1.7481
O 1.7705 -0.1183 1.4037
B 1.2394 -1.2175 0.6696
O 2.2374 -1.9623 0.1776
C 3.4973 -1.4975 0.6740
C 4.2974 -1.0074 -0.5198
C 4.1682 -2.7449 1.1804
H 2.7839 -0.2562 3.8452
H 4.2469 -1.1287 3.4207
H 2.6478 -1.9635 3.2644
H 3.5020 1.5441 2.4547
H 4.9779 0.6056 2.0953
H 4.0095 1.3273 0.7658
H 5.3170 -0.7790 -0.1988
H 4.3735 -1.8077 -1.2720
H 3.8625 -0.1239 -1.0085
H 3.5834 -3.2717 1.9443
H 4.2916 -3.4495 0.3424
H 5.1711 -2.5177 1.5634
```

---

(6)
Here is a 4-piece molecular cluster, C21H43BN2O12P2S4 overall from the Open Molecules 2025 dataset. Energies are from wB97M-V/def2-TZVPD.

Max |F|, eV/A: 1.18
Molar mass, g/mol: 716.6
Lowest unoccupied orbital energy, eV: -0.08

```
85
C21H43BN2O12P2S4 wB97M-V/def2-TZVPD
C 3.4460 0.1143 -0.9998
B 4.0836 0.9946 0.0933
O 5.3428 1.5246 0.0456
N 3.2919 1.4938 1.3573
P 4.5348 1.6887 2.6400
S 5.5412 0.0938 3.0058
C 2.3973 0.3472 1.8470
C 0.9384 0.4716 1.4793
C 0.3563 -0.9887 1.3837
O -0.8367 -1.0766 1.6625
O 1.1716 -1.8253 0.9910
N 0.8162 1.2203 0.2141
P -0.8264 1.0972 -0.4550
C -0.6125 -0.4642 -1.3519
O -0.6816 2.1786 -1.6909
C 1.1142 2.6061 0.5225
C 2.5902 2.7995 0.9242
C 2.7596 4.0003 1.8553
C 2.1640 4.0283 3.2589
O 2.5057 4.8879 4.0363
O 1.2107 3.1070 3.5666
H 2.7616 0.7035 -1.6119
H 2.9014 -0.7534 -0.6240
H 4.2438 -0.2328 -1.6612
H 6.0566 0.8794 0.1003
H 5.2786 2.8054 2.2745
H 3.7241 2.0334 3.7079
H 2.4886 0.2539 2.9332
H 2.7708 -0.5891 1.4430
H 0.3753 1.0184 2.2442
H -1.0110 -1.2632 -0.7286
H 0.4345 -0.6861 -1.5594
H -1.1608 -0.4134 -2.2915
H 0.0122 1.9651 -2.3272
H 0.4378 3.0135 1.2859
H 0.9726 3.2006 -0.3780
H 3.0826 3.0942 -0.0057
H 3.7932 4.3121 1.9778
H 2.2875 4.8279 1.3185
H 1.6118 2.3519 4.0364
O -2.5486 -1.7962 -4.0408
S -3.0099 -0.5020 -4.4846
O -2.1357 0.6414 -4.3879
C -3.6306 -0.6559 -6.1530
C -5.1035 -1.0012 -5.9700
C -5.6184 -0.0843 -4.8512
C -4.5929 -0.1442 -3.7097
H -3.0584 -1.4229 -6.6702
H -3.4958 0.3099 -6.6401
H -5.6555 -0.8632 -6.8989
H -5.2013 -2.0438 -5.6733
H -5.7028 0.9406 -5.2190
H -6.6029 -0.3894 -4.5011
H -4.4993 0.7933 -3.1674
H -4.7977 -0.9559 -3.0143
O -4.5944 -4.2038 -5.8305
S -4.3177 -5.1934 -4.8130
O -5.2526 -5.3851 -3.7350
C -3.9849 -6.7571 -5.6225
C -2.4784 -6.7407 -5.8578
C -1.8584 -6.1864 -4.5669
C -2.6587 -4.9395 -4.1709
H -4.5810 -6.8166 -6.5299
H -4.2756 -7.5460 -4.9295
H -2.1039 -7.7354 -6.0950
H -2.2416 -6.0832 -6.6970
H -1.9264 -6.9383 -3.7785
H -0.8054 -5.9427 -4.6968
H -2.7315 -4.7980 -3.0961
H -2.2732 -4.0316 -4.6268
O 1.2548 0.5104 7.0891
S 2.0208 1.6786 6.7607
O 2.8056 1.6985 5.5323
C 0.9783 3.1281 6.8370
C 1.1081 3.5888 8.2857
C 2.6008 3.4798 8.6296
C 3.0854 2.1082 8.1420
H -0.0292 2.8454 6.5404
H 1.3801 3.8642 6.1404
H 0.7382 4.6049 8.4072
H 0.5242 2.9371 8.9388
H 3.1506 4.2699 8.1156
H 2.7803 3.5948 9.6970
H 4.1159 2.1155 7.7964
H 2.9531 1.3307 8.8914
```

---

Across the entries above, relative energy (zero: lowest compared OMol25 entry of this formula, charge and spin) takes the values 4.677, 0.000, 4.043, 0.000, 4.560, 0.000 eV, respectively.